Entry from OMol25: a 9-piece molecular cluster, C31H36BrCl24N5O3S2 overall in a non-equilibrium geometry (wB97M-V/def2-TZVPD).

Last column: Löwdin charge in e.
Cartesian coordinates (Å):
N1 1.912 -3.219 1.579  0.006
C1 2.448 -2.223 2.521  -0.273
C2 3.404 -1.251 1.837  -0.190
C3 3.198 0.183 2.335  -0.178
C4 3.690 1.267 1.336  -0.139
C5 2.499 2.062 0.872  -0.174
C6 1.747 1.528 -0.168  0.010
C7 0.590 2.135 -0.614  -0.256
C8 0.182 3.306 0.011  -0.478
C9 0.945 3.865 1.025  -0.581
Br1 0.339 5.497 1.785  0.822
C10 2.127 3.263 1.481  -0.201
C11 2.902 3.923 2.592  -0.173
C12 2.242 3.708 3.971  -0.267
N2 2.947 2.673 4.752  0.009
S1 -1.338 4.031 -0.567  1.000
C13 -2.244 2.525 -0.838  -0.417
C14 -3.590 2.414 -0.512  -0.032
C15 -4.244 1.211 -0.732  -0.276
C16 -5.700 1.068 -0.347  -0.216
C17 -5.815 0.015 0.786  -0.446
S2 -5.672 0.751 2.431  0.998
C18 -7.134 1.701 2.497  -0.713
N3 -8.350 1.387 2.220  0.066
N4 -9.099 2.540 2.442  0.054
C19 -8.275 3.434 2.843  -0.184
O1 -6.993 2.982 2.901  0.024
C20 -3.549 0.144 -1.300  -0.003
C21 -2.208 0.244 -1.631  -0.144
C22 -1.504 -0.921 -2.240  -0.126
O2 -0.471 -1.520 -1.413  -0.145
O3 -0.677 -1.176 -0.040  -0.033
C23 -1.546 1.455 -1.379  -0.208
N5 -0.169 1.579 -1.664  0.118
H1 1.053 -3.603 1.951  0.033
H2 1.666 -2.777 0.702  0.050
H3 2.958 -2.740 3.332  0.107
H4 1.623 -1.686 2.994  0.103
H5 3.249 -1.302 0.761  0.085
H6 4.430 -1.532 2.056  0.114
H7 3.655 0.328 3.308  0.101
H8 2.133 0.322 2.503  0.104
H9 4.220 0.813 0.505  0.047
H10 4.358 1.919 1.883  0.086
H11 2.090 0.602 -0.613  0.091
H12 2.902 4.990 2.399  0.075
H13 3.942 3.622 2.608  0.083
H14 1.223 3.362 3.820  0.095
H15 2.184 4.666 4.486  0.101
H16 3.935 2.709 4.528  -0.017
H17 2.904 2.947 5.727  0.060
H18 -4.110 3.259 -0.094  0.117
H19 -6.307 0.791 -1.198  0.058
H20 -5.997 2.017 0.084  0.093
H21 -6.712 -0.590 0.700  0.081
H22 -4.974 -0.668 0.759  0.040
H23 -8.506 4.447 3.101  0.128
H24 -4.090 -0.777 -1.479  0.131
H25 -2.195 -1.679 -2.588  0.100
H26 -0.981 -0.572 -3.133  0.133
H27 0.138 -0.706 0.189  0.085
H28 0.246 0.689 -1.903  0.110
Cl1 6.012 4.482 6.936  0.529
C24 6.985 4.434 5.465  -1.543
Cl2 6.541 3.045 4.469  0.547
Cl3 6.819 5.933 4.553  0.531
H29 8.023 4.323 5.750  0.012
Cl4 3.750 -7.699 2.816  0.523
C25 2.587 -6.530 2.171  -1.550
Cl5 2.025 -7.023 0.577  0.522
Cl6 1.229 -6.337 3.285  0.519
H30 3.076 -5.570 2.067  -0.012
Cl7 5.393 2.643 -1.807  0.547
C26 5.730 1.046 -2.479  -1.550
Cl8 7.365 0.526 -2.082  0.534
Cl9 4.541 -0.132 -1.908  0.568
H31 5.653 1.107 -3.558  -0.088
Cl10 3.928 -11.562 -0.238  0.523
C27 5.179 -10.481 0.376  -1.568
Cl11 6.722 -11.326 0.518  0.521
Cl12 5.333 -9.056 -0.648  0.512
H32 4.883 -10.152 1.363  -0.021
Cl13 -8.438 0.627 -4.319  0.522
C28 -7.152 1.785 -4.678  -1.524
Cl14 -5.801 1.572 -3.563  0.616
Cl15 -6.621 1.631 -6.351  0.523
H33 -7.549 2.781 -4.540  0.014
Cl16 7.120 3.507 -5.675  0.537
C29 7.461 1.932 -6.388  -1.530
Cl17 9.086 1.392 -5.977  0.536
Cl18 6.258 0.745 -5.866  0.565
H34 7.394 2.023 -7.463  0.012
Cl19 -1.512 -5.115 0.567  0.540
C30 -2.658 -3.944 -0.072  -1.549
Cl20 -3.202 -4.428 -1.683  0.535
Cl21 -4.033 -3.735 1.018  0.541
H35 -2.146 -2.993 -0.160  -0.027
Cl22 -9.372 -0.012 -8.188  0.508
C31 -9.543 -1.642 -7.538  -1.565
Cl23 -10.382 -2.692 -8.681  0.526
Cl24 -7.969 -2.312 -7.107  0.515
H36 -10.140 -1.582 -6.637  0.007

Net charge ... 0
SMILES string ... NCCCCc1cc2c(c(Br)c1CCN)Sc1cc(CCSc3nnco3)cc(COO)c1N2.ClC(Cl)Cl.ClC(Cl)Cl.ClC(Cl)Cl.ClC(Cl)Cl.ClC(Cl)Cl.ClC(Cl)Cl.ClC(Cl)Cl.ClC(Cl)Cl
Kohn-Sham gap ... 8.2 eV
HOMO level ... -0.29310 Ha
Maximum force ... 1.489 eV Å⁻¹
Lowest unoccupied orbital energy ... 0.0078 hartree